(1)
{"formula": "C28H27IrN2SSi", "method": "ωB97M-V/def2-TZVPD", "total_energy_ev": -54006.9996, "molar_mass_g_mol": 643.91, "homo_ev": [-7.44, -7.45], "total_charge": 0, "e_above_lowest_kcal_mol": 32.75, "homo_lumo_gap_ha": [0.257, 0.257], "symbols": ["Ir", "S", "C", "C", "C", "C", "C", "C", "N", "C", "C", "C", "C", "C", "C", "C", "H", "H", "H", "H", "H", "H", "H", "H", "C", "C", "C", "C", "N", "C", "C", "C", "C", "C", "C", "C", "H", "H", "H", "H", "H", "H", "H", "H", "C", "Si", "C", "C", "C", "H", "H", "H", "H", "H", "H", "H", "H", "H", "H", "H"], "coordinates": [[-0.14813, -0.03778, -0.40310], [3.79871, -0.39781, 1.95664], [3.96676, 1.12460, 1.12756], [4.99854, 2.04447, 1.21283], [4.89598, 3.21156, 0.47462], [3.78354, 3.44075, -0.33770], [2.75850, 2.52076, -0.42902], [2.84035, 1.34662, 0.31968], [1.90576, 0.34888, 0.37287], [2.24510, -0.62482, 1.18610], [1.39406, -1.75052, 1.40005], [1.67795, -2.75377, 2.34002], [0.79525, -3.79544, 2.52572], [-0.37547, -3.85785, 1.77498], [-0.66299, -2.86041, 0.84695], [0.19955, -1.79901, 0.64767], [5.85812, 1.85489, 1.84220], [5.68277, 3.95132, 0.53261], [3.72383, 4.36140, -0.90316], [1.89512, 2.68813, -1.06075], [2.58711, -2.69519, 2.93048], [1.00946, -4.56266, 3.25875], [-1.06981, -4.67718, 1.91018], [-1.58148, -2.92250, 0.27270], [-1.02718, 1.47212, 3.66340], [-2.03160, 2.40268, 3.42573], [-2.50521, 2.55785, 2.14001], [-1.97368, 1.79371, 1.10102], [-0.98343, 0.90671, 1.34465], [-0.53961, 0.75223, 2.59402], [-2.37032, 1.91085, -0.30475], [-3.47358, 2.67246, -0.69744], [-3.76807, 2.83870, -2.03724], [-2.95167, 2.25564, -2.99652], [-1.87866, 1.46400, -2.60745], [-1.56678, 1.25475, -1.26617], [-0.62898, 1.31453, 4.65550], [-2.43286, 2.99662, 4.23625], [-3.27603, 3.28383, 1.92849], [0.23842, 0.01543, 2.74262], [-4.10986, 3.13027, 0.05044], [-4.62968, 3.42335, -2.33423], [-3.15311, 2.40633, -4.05020], [-1.27949, 1.00572, -3.38424], [0.93126, -3.80407, -2.35029], [1.68248, -2.08415, -2.57603], [2.13571, -1.92621, -4.41712], [3.27851, -1.91295, -1.57781], [0.40773, -0.70774, -2.28765], [1.54947, -4.55575, -2.84785], [-0.06411, -3.84466, -2.79808], [0.83785, -4.08675, -1.29950], [2.74854, -2.77208, -4.74342], [2.69548, -1.00937, -4.61553], [1.23681, -1.90898, -5.03715], [4.07527, -2.51999, -2.01448], [3.14539, -2.23983, -0.54552], [3.62026, -0.87480, -1.56674], [-0.49297, -1.03593, -2.82285], [0.80850, 0.14783, -2.85098]]}


(2)
{"formula": "C28H27IrN8O3", "method": "ωB97M-V/def2-TZVPD", "total_energy_ev": -50349.3377, "molar_mass_g_mol": 715.79, "spin_multiplicity": 2, "homo_ev": [-16.07, -16.08], "total_charge": 3, "s_squared": 0.766, "e_above_lowest_kcal_mol": 17.65, "homo_lumo_gap_ha": [0.248, 0.189], "symbols": ["Ir", "C", "O", "C", "C", "C", "C", "C", "C", "N", "C", "N", "C", "C", "C", "C", "C", "C", "O", "C", "N", "C", "C", "C", "C", "C", "C", "O", "C", "H", "H", "H", "H", "H", "H", "H", "H", "H", "H", "H", "H", "H", "H", "H", "H", "H", "H", "H", "H", "H", "H", "N", "C", "N", "C", "N", "C", "C", "N", "C", "C", "N", "H", "H", "H", "H", "H"], "coordinates": [[1.35450, 1.49128, 0.03768], [-4.08580, -4.49038, -0.80529], [-3.02319, -3.56083, -0.41861], [-3.12946, -2.86816, 0.68421], [-4.18950, -2.93132, 1.59693], [-4.15129, -2.12547, 2.69980], [-3.06030, -1.22736, 2.93273], [-2.00853, -1.15307, 2.07337], [-1.99674, -1.98116, 0.93027], [-0.98260, -2.08158, 0.04706], [0.10672, -1.20423, -0.12483], [1.27115, -1.80265, -0.30314], [2.50420, -1.17745, -0.52439], [2.70814, 0.19878, -0.45433], [3.99322, 0.71827, -0.67708], [5.02669, -0.13747, -0.98283], [4.82601, -1.52345, -1.04627], [3.57909, -2.04947, -0.79770], [3.23782, -3.35378, -0.80058], [4.28868, -4.34612, -0.86923], [-0.02900, 0.10666, -0.13677], [-1.32588, 0.72191, -0.32496], [-1.71104, 1.76748, 0.50519], [-2.90595, 2.43582, 0.29305], [-3.71608, 2.04146, -0.76156], [-3.33303, 1.00742, -1.60718], [-2.12865, 0.34245, -1.40708], [-1.65075, -0.63950, -2.21080], [-2.33591, -0.87060, -3.45672], [-3.78139, -4.88057, -1.76806], [-5.02272, -3.94450, -0.88498], [-4.14608, -5.28796, -0.06854], [-5.01478, -3.60952, 1.43553], [-4.95557, -2.17212, 3.42235], [-3.07576, -0.61253, 3.82251], [-1.17542, -0.49232, 2.26345], [-1.08500, -2.80586, -0.65664], [1.32401, -2.81737, -0.26937], [4.16895, 1.78742, -0.63255], [6.01376, 0.26155, -1.17460], [5.64937, -2.16969, -1.31231], [5.16010, -4.01826, -0.30753], [4.54577, -4.52816, -1.91021], [3.88463, -5.24512, -0.41801], [-1.08432, 2.03928, 1.35095], [-3.20893, 3.23895, 0.94999], [-4.65727, 2.54527, -0.93830], [-3.97060, 0.73349, -2.43498], [-1.73291, -1.59204, -3.99739], [-2.40366, 0.05285, -4.03043], [-3.33171, -1.27695, -3.27981], [2.38825, 2.73067, 3.85174], [2.07771, 1.70232, 3.08019], [1.75868, 2.17990, 1.87893], [1.94989, 3.53909, 1.99800], [2.31832, 3.90916, 3.18685], [1.81882, 4.36053, 0.79861], [1.94188, 5.73451, 0.72397], [1.85106, 6.36509, -0.44726], [1.65699, 5.62329, -1.53104], [1.54091, 4.23633, -1.47868], [1.60876, 3.61603, -0.30068], [2.67655, 2.72022, 4.82235], [2.07518, 0.67075, 3.39473], [2.12250, 6.32792, 1.61250], [1.59012, 6.14033, -2.48021], [1.39140, 3.63058, -2.36196]]}


(3)
{"formula": "C28H27N3O3", "method": "ωB97M-V/def2-TZVPD", "total_energy_ev": -40085.8524, "molar_mass_g_mol": 453.54, "homo_ev": -7.99, "total_charge": 0, "e_above_lowest_kcal_mol": 2.64, "smiles": "COc1ccc(-c2cc(C(=O)N3CCN(C(c4ccccc4)c4ccccc4)CC3)no2)cc1", "homo_lumo_gap_ha": 0.314, "symbols": ["C", "O", "C", "C", "C", "C", "C", "C", "C", "C", "O", "N", "C", "C", "N", "C", "C", "C", "C", "C", "C", "C", "C", "C", "C", "C", "C", "C", "C", "C", "N", "O", "C", "C", "H", "H", "H", "H", "H", "H", "H", "H", "H", "H", "H", "H", "H", "H", "H", "H", "H", "H", "H", "H", "H", "H", "H", "H", "H", "H", "H"], "coordinates": [[-10.66095, -0.21497, -0.51776], [-9.80033, -0.24443, 0.59622], [-8.46041, -0.20771, 0.38919], [-7.84550, -0.13631, -0.85878], [-6.46778, -0.10635, -0.95150], [-5.67249, -0.14697, 0.19139], [-4.22945, -0.12174, 0.09112], [-3.37709, -0.04351, -0.98322], [-2.08407, -0.06441, -0.40647], [-0.84900, -0.04290, -1.23254], [-0.94751, -0.26341, -2.43290], [0.33160, 0.25757, -0.65639], [0.61841, 0.41345, 0.74867], [1.46709, -0.78535, 1.21267], [2.67907, -0.96674, 0.45017], [3.88493, -0.29989, 0.92094], [4.00274, 1.15778, 0.51196], [3.57143, 2.15680, 1.37699], [3.62210, 3.48893, 1.00416], [4.11251, 3.84227, -0.24090], [4.55985, 2.85674, -1.10488], [4.50698, 1.52566, -0.73130], [5.12098, -1.09663, 0.54221], [5.02934, -2.42840, 0.16082], [6.16761, -3.15150, -0.14997], [7.41483, -2.55689, -0.07280], [7.51707, -1.23658, 0.33083], [6.37923, -0.51320, 0.63940], [2.40855, -0.98062, -0.97033], [1.53949, 0.19405, -1.45338], [-2.17621, -0.15566, 0.90168], [-3.49002, -0.18898, 1.21617], [-6.29419, -0.21729, 1.44198], [-7.66474, -0.24664, 1.53856], [-10.49894, -1.07645, -1.17318], [-11.66983, -0.25769, -0.11072], [-10.54214, 0.70868, -1.09286], [-8.43049, -0.10447, -1.76420], [-6.00506, -0.05286, -1.92427], [-3.59517, 0.01898, -2.02682], [-0.30824, 0.45337, 1.31795], [1.18156, 1.34453, 0.87860], [1.71103, -0.68013, 2.27058], [0.86034, -1.69082, 1.08914], [3.82483, -0.33038, 2.01861], [3.19716, 1.89071, 2.35658], [3.28143, 4.25153, 1.68935], [4.15362, 4.88081, -0.53378], [4.95369, 3.12515, -2.07419], [4.87082, 0.76675, -1.40854], [4.05911, -2.89707, 0.11543], [6.07913, -4.18536, -0.45063], [8.30306, -3.12029, -0.31794], [8.48705, -0.76717, 0.40747], [6.46997, 0.51508, 0.95960], [3.34985, -0.99734, -1.51878], [1.86503, -1.90833, -1.19042], [1.25238, 0.04537, -2.49533], [2.07653, 1.14180, -1.35300], [-5.68531, -0.24923, 2.33206], [-8.15542, -0.30135, 2.49725]]}